The following is a DFT calculation (the ωB97M-V functional and the def2-TZVPD basis) of a structure of composition C28H22AuN3O4S3Sb.

```
62
Properties=species:S:1:pos:R:3:nbo_charge:R:1
Au -0.947 2.554 -0.823 1.0420
N -1.256 4.242 2.999 -0.5067
C 0.131 4.147 2.951 0.1630
C 1.126 4.490 3.857 -0.2404
C 2.427 4.282 3.446 -0.1859
C 2.725 3.755 2.176 -0.2053
C 1.729 3.411 1.287 -0.2044
C 0.419 3.613 1.702 0.0806
N -0.787 3.419 1.024 -0.5442
C -1.759 3.789 1.836 0.4294
C -3.180 3.777 1.490 0.0281
C -4.222 4.043 2.321 -0.4134
S -5.682 3.947 1.462 0.5167
C -4.806 3.597 0.030 -0.1233
N -3.520 3.521 0.185 -0.4302
H -1.797 4.641 3.747 0.4334
H 0.898 4.903 4.831 0.2337
H 3.237 4.534 4.116 0.2327
H 3.760 3.625 1.890 0.2328
H 1.949 3.008 0.306 0.2400
H -4.213 4.260 3.377 0.2523
H -5.310 3.439 -0.912 0.2437
S -1.625 0.299 -0.176 -0.2270
Sb -0.004 -1.419 -1.369 2.0745
C 0.682 -1.158 0.646 -0.2912
C 1.627 -0.177 0.956 -0.2595
C 2.059 -0.063 2.271 -0.2097
C 1.543 -0.895 3.256 -0.1709
C 0.595 -1.858 2.941 -0.2046
C 0.150 -1.992 1.632 -0.2648
C 1.721 -2.145 -2.321 -0.3411
C 1.850 -2.114 -3.709 -0.2470
C 2.990 -2.650 -4.293 -0.1841
C 3.979 -3.219 -3.503 -0.1872
C 3.840 -3.255 -2.124 -0.2044
C 2.707 -2.717 -1.526 -0.2451
C -1.376 -2.997 -1.451 -0.3538
C -2.567 -2.986 -0.731 -0.2476
C -3.425 -4.073 -0.818 -0.1909
C -3.092 -5.158 -1.620 -0.1788
C -1.902 -5.167 -2.331 -0.1946
C -1.032 -4.088 -2.246 -0.2320
H 2.031 0.463 0.184 0.2450
H 2.802 0.681 2.527 0.2272
H 1.886 -0.797 4.278 0.2253
H 0.201 -2.509 3.711 0.2295
H -0.584 -2.749 1.385 0.2312
H 1.087 -1.667 -4.329 0.2434
H 3.104 -2.619 -5.368 0.2274
H 4.864 -3.636 -3.966 0.2256
H 4.613 -3.698 -1.510 0.2243
H 2.611 -2.739 -0.448 0.2162
H -2.835 -2.140 -0.111 0.2198
H -4.353 -4.073 -0.263 0.2248
H -3.768 -6.000 -1.691 0.2281
H -1.646 -6.014 -2.954 0.2301
H -0.101 -4.098 -2.799 0.2344
O 0.635 1.116 -4.455 -0.8960
S 0.158 0.929 -3.130 2.5813
O -0.608 -0.435 -3.022 -1.0184
O -0.880 1.982 -2.785 -0.9920
O 1.143 0.835 -2.033 -1.0223
```

For the orbital gap (spin up / spin down), the calculation gives 8.615 / 6.513 eV. As for the net charge: +1. The electronic energy comes out at -84781.67518 eV. As for the spin multiplicity: 3. The highest occupied orbital energy (spin up / spin down) comes out at -11.54 / -11.70 eV.